No. 1
The following is a DFT calculation (ωB97M-V/def2-TZVPD) of the molecule C6H9N in a non-equilibrium geometry.

Each line ends with the natural charge from an NBO analysis.
Geometry (Å):
H 0.0496 -1.5849 1.7894  0.21
H 1.3922 0.7928 -0.8128  0.24
H 1.4263 -1.2956 0.7227  0.22
C 0.3176 -1.3400 0.7684  -0.63
H -0.0685 0.4713 2.6828  0.34
H -1.4283 1.9411 0.6553  0.19
C -0.0071 -0.3388 -1.9763  0.01
C -1.2600 1.0411 1.2473  -0.23
C -0.4707 -1.1481 -2.7426  -0.26
H -0.1623 1.5532 -1.1626  0.24
H 0.0451 -2.1961 0.1329  0.23
H -0.9145 -1.8858 -3.3781  0.24
C -0.2550 0.0691 0.4887  0.11
N 0.0425 1.0070 1.8004  -0.61
H -2.1223 0.8341 1.9027  0.20
C 0.3090 0.6058 -0.8795  -0.50

Values from the calculation:
Frontier orbital gap: 9.955 eV
HOMO energy: -8.95 eV
Net charge: 0
Maximum force: 2.3 eV Å⁻¹
Energy: -288.6261 hartree
SMILES string: C#CC[C@]1(C)CN1

=====

No. 2
The following is a DFT calculation (ωB97M-V/def2-TZVPD) of a structure of composition C36H99N9O9 in a non-equilibrium geometry.

Each line ends with the Löwdin charge.
Geometry (Å):
O 1.1277 2.5034 -3.2930  -0.22
O 4.2334 -0.6943 3.8309  -0.17
H -0.1127 -4.8582 -2.7080  0.09
H -5.6377 -1.1114 -0.9259  0.13
C 4.0008 3.3497 0.7906  -0.42
C 1.6944 -1.3757 0.1656  -0.12
H -3.1021 -6.0999 0.6066  0.13
H -0.8917 -0.2192 0.9000  0.10
C 2.7841 3.9843 0.0773  -0.04
H -1.2516 3.8066 -0.2266  0.08
C 1.4557 0.0756 -0.2894  -0.39
N -2.2748 2.3004 -4.6787  0.05
C 5.0953 2.8294 -0.1187  -0.19
H 1.9242 -3.0870 2.6473  0.07
N -2.1085 -1.2348 4.8354  0.04
H 3.0571 4.8138 -0.5789  0.08
H -1.5954 -7.3491 -1.3112  0.09
N -4.6629 -4.0857 1.3729  0.04
H -3.7513 -0.5025 -2.3911  0.08
H -1.0624 -3.6689 4.4395  0.07
O 1.1063 -1.6558 1.4331  -0.35
C 4.6982 0.4704 3.1486  -0.21
O -0.4826 -0.0176 2.9069  -0.10
C -3.2144 4.4283 1.3962  -0.21
H 0.5669 0.4012 -4.6184  0.06
H 6.3492 1.0399 -1.6354  0.10
H -1.0298 -0.2731 -4.9823  0.08
H 3.1322 -1.1295 -2.7595  0.02
H -1.7563 -3.4050 -0.1651  0.07
H -6.5018 -2.0827 1.3101  0.07
C 5.4232 1.4753 -2.0216  -0.10
C -3.6506 -0.3460 -1.3184  -0.05
N 2.1415 0.3396 -1.5602  0.08
C 2.1594 3.4263 -3.4091  -0.13
H -4.0600 4.1943 2.0536  0.13
H 3.5500 2.5051 1.3216  0.11
H 6.3618 0.5584 4.5449  0.14
H -3.8696 6.5446 2.7812  0.09
H -2.1509 4.9142 -1.1556  0.08
N 4.5237 4.2520 1.8135  0.03
H 1.9656 4.4102 -2.9716  0.09
O 4.5432 1.8774 -1.0028  -0.24
H -0.1229 -0.8892 5.2189  0.14
H 0.5060 -3.3792 5.1230  0.07
O -6.2362 0.0120 1.5093  -0.18
H -3.3602 -7.6151 -1.6421  0.09
H -2.9325 7.6708 1.7160  0.09
H -2.2959 4.2268 1.9603  0.12
C 3.1379 -3.3095 -5.2087  -0.07
C 5.6392 1.2296 4.0842  -0.40
H -5.1848 1.7472 -0.9701  0.03
C -5.0178 -0.2507 -0.6511  -0.43
C -1.0087 1.7544 -4.1507  -0.45
H 5.8950 2.4346 0.5152  0.12
H -0.3826 0.9527 -6.0534  0.08
H -4.4744 -1.0240 1.3087  0.10
C -3.7446 -4.0895 0.2389  -0.42
H 4.4051 -2.0354 2.2505  0.11
H -2.2533 -6.9058 -2.8536  0.08
H -2.3133 -0.3708 4.3397  0.06
H -7.7502 -1.2080 2.1958  0.09
H 0.7807 -1.6687 3.0224  0.09
C -0.0293 0.2691 -0.6172  -0.08
N -5.7214 0.9112 -1.2296  0.05
H 3.2359 -2.3989 3.4840  0.08
H -3.2170 2.4997 0.3202  0.11
H -0.5314 3.7467 -3.4670  0.12
H 1.6674 1.0781 -2.0874  0.05
H 0.7174 -1.9452 -3.0731  0.11
C -0.2673 -1.3852 3.1686  -0.22
H 3.0980 3.0552 -2.9898  0.07
C 3.6454 -1.5773 2.8926  -0.11
C -0.4269 0.6363 -5.0070  -0.05
H 2.2438 3.2490 -0.5251  0.06
H -5.3412 3.5539 0.1278  0.08
H -1.1822 1.3508 -3.1459  0.11
C 0.6048 -4.4342 -2.0024  -0.11
H 2.2613 -1.3718 -4.9158  0.12
C -2.1760 3.8784 -0.8144  -0.06
H -0.9070 -3.0937 6.1493  0.08
H 2.7782 -1.3730 0.3766  0.13
H 6.7480 2.8573 4.0199  0.06
N 6.4028 2.2228 3.3020  0.03
H 4.0905 2.6551 4.6202  0.07
H 0.0444 -3.8278 -1.2819  0.06
H -7.6228 -1.0141 0.4316  0.09
H 4.8534 5.1287 1.4182  0.09
C -2.4612 -3.4168 0.6657  -0.06
H 3.7573 4.5307 2.4156  0.08
C -3.3317 3.5712 0.1328  -0.42
H -0.4066 1.4147 1.4607  0.15
C -4.9867 -0.1487 0.8731  -0.22
H -0.2550 1.2344 -1.0738  0.08
C -0.7029 -1.5999 4.6219  -0.42
C 4.7570 1.9554 5.1255  -0.06
H 3.7959 1.0390 2.8911  0.11
O 1.6674 -3.7124 -2.5642  -0.21
H 0.6089 -3.2651 -4.2618  0.12
H 2.8601 -1.1242 2.2863  0.07
H -0.8317 -2.0380 2.4874  0.10
H 5.5115 3.6402 -0.7321  0.13
H -5.2319 -4.9097 1.5050  0.07
H 2.4155 -3.7577 -5.8984  0.07
C -7.0560 -1.1418 1.3593  -0.10
H 1.4339 -2.1214 -0.5853  0.11
H 5.3642 2.5098 5.8480  0.07
C -0.0479 2.9204 -3.9893  -0.18
H 5.7435 2.8138 2.7840  0.01
H 2.0970 4.3501 0.8413  0.07
H 3.5708 -4.1567 -4.6760  0.07
H -4.2948 0.6300 1.2148  0.12
H -4.7250 4.8096 -0.5746  0.08
H -2.6706 -1.9310 4.3434  0.06
C -2.4999 -6.9645 -1.7937  -0.10
H 1.0265 -5.2437 -1.4058  0.09
H -4.5472 -5.9652 -0.4553  0.13
H 4.1514 1.2833 5.7390  0.08
H 0.7921 0.0879 1.2692  0.06
H -1.9866 -3.9432 1.4984  0.08
H 1.7418 0.7236 0.5483  0.13
H -4.2903 -3.8303 2.2741  0.07
H 1.6033 -3.6666 1.0116  0.11
H -2.0331 2.5391 -5.6468  0.07
H 3.9481 -2.7917 -5.7192  0.07
O -3.1163 5.7838 0.9921  -0.20
H -3.1102 0.5969 -1.1871  0.06
H -2.0986 6.4458 2.6501  0.09
H 3.5295 -2.6397 -2.6437  0.06
H 5.2345 0.1708 2.2393  0.13
C 1.2323 -3.0133 1.8039  -0.10
C -3.5653 -5.5383 -0.2180  -0.21
N 3.5473 -1.8805 -3.3250  0.03
H -4.1969 -3.4808 -0.5506  0.13
H -0.4015 -0.5082 -1.2885  0.10
C -0.2310 0.3477 1.5745  -0.14
H -2.8827 1.4992 -4.8551  0.07
H -3.0201 -1.1356 -0.9065  0.05
C 1.2709 -2.7680 -3.5380  -0.21
H 3.0343 0.7705 -1.2841  0.05
H -0.6051 0.2101 0.3142  -0.09
C -3.0258 6.6532 2.0925  -0.11
H -2.1084 3.1904 -1.6557  0.06
H -2.6634 -2.3955 0.9904  0.06
C 2.4859 -2.2485 -4.3107  -0.40
C -0.5237 -3.0165 5.1362  -0.06
O -2.6891 -5.6408 -1.3216  -0.20
H 4.9849 0.6351 -2.5721  0.08
H 0.3052 3.1838 -4.9963  0.13
H 0.2898 -3.4443 2.1468  0.08
N -4.6136 3.7926 -0.5533  0.04
H 2.4813 3.5781 -4.4533  0.10
H -6.5714 1.0233 -0.6753  0.06
H 5.5579 2.2467 -2.7871  0.09

Values from the calculation:
Frontier orbital gap: 8.776 eV
HOMO energy: -8.28 eV
Net charge: 0
Maximum force: 9.2 eV Å⁻¹
Energy: -2600.5109 hartree

=====

No. 3
The following is a DFT calculation (ωB97M-V/def2-TZVPD) of the ion CH7N4O with charge +1 in a non-equilibrium geometry.

Each line ends with the natural charge from an NBO analysis.
Geometry (Å):
O 0.1259 0.1351 1.7651  -0.16
H -1.4759 -1.0637 0.2726  0.39
N -0.9354 -0.3084 2.1868  -0.33
H -1.6799 0.3789 2.2874  0.38
H -1.5981 0.0520 -0.8826  0.39
N -0.9342 -0.5176 -0.3820  -0.64
N 1.3727 0.3786 -1.9222  -0.76
H 1.8696 0.8993 0.0828  0.24
H 2.2285 0.4377 -2.4090  0.43
N 0.1467 0.1946 0.0578  -0.06
H -1.0662 -1.3170 2.2420  0.38
H 0.7570 0.1533 -2.6875  0.43
C 1.1892 0.5773 -0.6110  0.33

Values from the calculation:
Frontier orbital gap: 10.021 eV
HOMO energy: -13.89 eV
Net charge: +1
Maximum force: 3.9 eV Å⁻¹
Energy: -336.1412 hartree
SMILES string: NON(N)C=[NH2+]

=====

No. 4
The following is a DFT calculation (ωB97M-V/def2-TZVPD) of a structure of composition C10H27MgN2O3 in a non-equilibrium geometry.

Each line ends with the natural charge from an NBO analysis.
Geometry (Å):
H -3.5466 0.7741 -0.1173  0.18
H -0.3135 -1.9334 -2.6216  0.18
C 2.4780 0.7194 1.3471  -0.09
C 0.9991 -0.0735 3.0881  -0.26
N 1.7276 0.7735 -1.0071  -0.94
H -2.4130 -2.9595 0.9510  0.23
H 3.9623 2.2324 -0.5278  0.22
C -2.2705 -2.1207 0.2653  -0.64
H 1.3337 -0.9971 3.5583  0.19
C -1.1565 -1.6387 -1.9799  -0.08
H -2.0977 -1.2314 0.8734  0.23
H 1.9936 0.4355 -1.9300  0.39
H 0.2410 -2.5390 0.8923  0.40
H -1.0869 -3.4659 -0.9214  0.21
C -1.1003 -2.4037 -0.6607  -0.08
H 1.7945 1.7871 -1.1097  0.40
C 2.8642 0.4194 -0.0810  -0.08
H 3.0362 -0.6571 -0.1566  0.20
H 2.2259 1.7801 1.4811  0.20
H -0.3573 0.3134 -3.5705  0.17
H -2.1119 0.4434 -3.2763  0.20
H 0.9201 -2.5470 -0.5062  0.39
H -4.2996 1.9204 0.9673  0.21
C -2.1519 2.0884 0.8628  -0.03
H 4.5033 0.8212 -1.4186  0.23
O 1.3541 -0.0813 1.7037  -0.63
C -3.4282 1.2702 0.8527  -0.62
N 0.2084 -2.0255 0.0107  -0.95
C -1.1235 0.5717 -2.8307  -0.25
H -2.0983 -1.8267 -2.4955  0.21
H -2.2206 2.8317 0.0483  0.13
H 4.9404 0.9549 0.2662  0.24
H -3.1952 -2.0049 -0.2943  0.24
C 4.1415 1.1600 -0.4430  -0.63
H 1.4340 0.7920 3.5871  0.20
H 3.3181 0.4835 2.0040  0.21
Mg 0.1402 0.0272 0.0349  1.78
H -2.1211 2.6718 1.7998  0.14
O -0.9991 -0.2513 -1.6842  -0.61
H -1.0134 1.6043 -2.5074  0.22
O -1.0080 1.3245 0.7405  -1.12
H -3.4195 0.5290 1.6510  0.19
H -0.0837 0.0273 3.1540  0.22

Values from the calculation:
Frontier orbital gap: 8.127 eV
HOMO energy: -10.93 eV
Net charge: +1
Maximum force: 2.2 eV Å⁻¹
Energy: -932.4172 hartree

=====

No. 5
The following is a DFT calculation (ωB97M-V/def2-TZVPD) of a cluster of 6 separate species, C6H24N12O6 in total in a non-equilibrium geometry.

Each line ends with the natural charge from an NBO analysis.
Geometry (Å):
N 0.5129 2.0547 3.5998  -0.86
H 0.0768 1.3929 4.2164  0.43
H 0.2456 1.1550 0.3335  0.42
H -3.6030 -0.1891 -3.4695  0.38
C -1.5333 0.3628 0.9948  0.80
H -2.8532 -1.3980 -1.9672  0.39
N 2.2418 2.5288 2.1564  -0.85
N -0.3108 0.2973 0.4326  -0.85
H 3.0781 2.2221 1.6888  0.44
H 0.1021 -0.4080 -0.1492  0.40
O -1.0249 -5.1165 1.2766  -0.67
H 2.5865 -1.0232 1.7835  0.45
C -1.4098 -3.9448 1.1788  0.77
H -2.6551 0.2409 -4.8591  0.41
H -2.4379 -2.3168 1.7374  0.42
C 0.4358 2.6603 -1.8658  0.78
H 1.8172 1.1477 -2.2021  0.38
N 2.2237 -1.0301 -1.3780  -0.84
O 2.8495 0.6968 0.0188  -0.74
C 1.6063 1.6016 2.9302  0.78
N -1.7263 1.4942 1.7209  -0.85
N -2.7100 -0.0972 -3.9157  -0.83
H 1.8456 -1.9540 -1.4856  0.40
H -0.9177 -2.0272 0.6588  0.40
H -0.9978 2.0860 2.0688  0.40
H 1.7736 2.1948 -0.4408  0.43
N -0.6299 -2.9882 0.5869  -0.88
N 0.9598 1.5657 -2.5121  -0.86
N -2.3972 -3.3310 1.8555  -0.85
H 0.3850 3.0497 3.6179  0.39
O -0.6198 -0.9434 -4.0906  -0.70
H -1.1559 -1.9358 -1.7915  0.41
N 2.6402 -1.3863 0.8406  -0.82
H -3.1259 -3.7786 2.3768  0.40
H -2.6705 1.6794 2.0132  0.40
H 2.3977 -0.6296 -2.2847  0.41
H 0.6657 3.4935 0.0002  0.39
O -0.3342 3.4752 -2.3338  -0.64
H 0.7370 1.4251 -3.4851  0.42
H 1.8305 3.4255 1.9903  0.38
H 2.3370 -2.3150 0.6116  0.38
N -1.8877 -1.4168 -2.2283  -0.84
O -2.3177 -0.6091 0.9895  -0.74
H 0.1062 -3.2008 -0.0573  0.37
C -1.6854 -0.8568 -3.4699  0.77
N 0.9049 2.6982 -0.5628  -0.90
C 2.6119 -0.5065 -0.2049  0.78
O 2.0326 0.4547 3.0753  -0.69

Values from the calculation:
Frontier orbital gap: 9.569 eV
HOMO energy: -9.45 eV
Net charge: 0
Maximum force: 2.9 eV Å⁻¹
Energy: -1351.7668 hartree
SMILES string: NC(N)=O.NC(N)=O.NC(N)=O.NC(N)=O.NC(N)=O.NC(N)=O